Model one:
A 4-piece molecular cluster, C3H14NO4 overall, computed with wB97M-V/def2-TZVPD.

Each line ends with the Löwdin charge.
Positions of all 22 atoms, in Å:
C 0.50385 0.24927 -1.47056  -0.3069
O 1.06863 1.22901 -0.69650  -0.1546
C -1.04418 0.18803 -1.40033  -0.4239
C -1.39253 -1.18086 -1.85702  -0.0950
N -1.67979 0.60350 -0.07610  0.0657
H 0.80568 -0.75135 -1.01292  0.1166
H 0.86246 0.42884 -2.50531  0.1180
H -1.47066 0.98273 -2.09321  0.1321
H -0.70010 -1.86972 -1.47242  0.0487
H -2.39974 -1.38408 -1.71558  0.0527
H -1.12390 -1.12562 -2.93498  0.0922
H -1.72535 -0.22041 0.47111  0.0204
H -1.19941 1.28432 0.42129  0.0148
H 2.00487 1.87991 1.60696  0.0569
H 0.97543 1.20794 0.36158  0.0388
O 1.16846 1.34208 1.90211  -0.3928
H 1.84766 0.15126 2.05220  -0.0842
H 2.45206 -1.11169 1.23434  -0.0143
O 2.15646 -0.83835 2.09711  -0.1686
H -0.27148 0.44897 2.21313  0.0234
H -0.06692 -1.09796 2.37888  0.0204
O -0.77150 -0.41582 2.49622  -0.1604

Calculated values
E_HOMO = -5.13 eV
total charge = -1
HOMO-LUMO gap = 0.328 Eh
multiplicity = 1

=====

Model two:
A 4-piece molecular cluster, C3H14NO4 overall, computed with wB97M-V/def2-TZVPD.

Each line ends with the Löwdin charge.
Positions of all 22 atoms, in Å:
C -0.42796 -1.68711 1.13937  -0.3016
C -1.47469 -0.66227 0.69686  -0.1984
C -0.89158 0.74537 0.41156  -0.3737
O 0.35244 0.69974 -0.20722  -0.3681
N -0.77200 -3.07958 0.86630  -0.0299
H -0.18524 -1.57142 2.18792  0.1058
H 0.47549 -1.43693 0.60395  0.0857
H -2.00984 -0.94942 -0.21238  0.0969
H -2.14448 -0.56941 1.56431  0.0929
H -0.76870 1.28388 1.36995  0.0956
H -1.63568 1.20338 -0.21553  0.0866
H -1.24255 -3.14280 -0.03501  0.0529
H -1.46450 -3.46321 1.50184  0.0430
H 1.76164 0.10950 -2.57407  -0.0025
H 1.06093 -0.67963 -1.44525  -0.0063
O 1.81020 -0.70636 -2.06561  -0.1051
H 1.15951 3.04633 1.02211  0.0067
H 1.49861 1.68873 0.50397  0.0057
O 1.93174 2.58604 0.67603  -0.1324
H 1.52661 2.77399 -1.99353  0.0048
H 0.60631 1.62474 -1.48918  -0.0160
O 0.83373 2.18642 -2.30638  -0.1426

Calculated values
E_HOMO = -4.46 eV
total charge = -1
HOMO-LUMO gap = 0.304 Eh
multiplicity = 1

=====

Tell me which of them is the least stable. Sure, it is model one.

=====

Model one:
C34H54Ge2LaN11O2 as an isolated structure, computed with wB97M-V/def2-TZVPD.

Each line ends with the Mulliken spin population.
Positions of all 104 atoms, in Å:
La 9.93129 13.39479 12.25404  -0.0046
C 15.82570 16.22523 14.15745  0.0000
C 15.08602 17.02492 15.01806  0.0000
C 13.77079 16.72483 15.36023  0.0000
C 13.14657 15.62582 14.80735  0.0002
C 13.87365 14.81032 13.94477  -0.0009
C 15.17996 15.10674 13.58837  0.0000
H 16.84188 16.48258 13.77012  0.0000
H 15.57892 17.86240 15.48253  0.0000
H 13.20480 17.39323 16.00306  0.0000
H 12.08718 15.40325 14.98342  -0.0001
H 13.53332 13.84248 13.59530  0.0006
H 15.80198 14.46378 12.99044  0.0000
N 7.43206 14.05677 12.20076  0.0113
N 7.05631 12.65895 12.47356  0.0262
C 7.36227 11.72048 11.44327  0.0427
N 6.65907 10.58468 11.54682  0.0385
N 8.61810 11.82372 10.92050  0.0359
N 8.71042 10.87584 9.92776  0.6576
O 10.04790 10.85601 9.55542  -0.0599
O 10.65723 14.74460 10.61161  0.0016
H 7.05011 14.76244 12.81866  -0.0015
H 7.38331 14.27203 11.18223  0.0007
H 6.02562 12.63168 12.64965  -0.0002
H 5.73071 10.62424 12.01569  -0.0018
H 6.75865 9.84608 10.80143  0.0034
C 10.35663 17.22276 12.75423  0.0004
N 9.28277 17.19529 13.66636  0.0001
C 8.63890 18.39838 14.03674  0.0000
C 8.08166 18.11159 15.41320  0.0000
N 8.42431 16.75110 15.66877  0.0002
C 8.05858 16.23544 16.96347  0.0000
C 9.01835 16.18625 14.58508  0.0001
N 9.34205 14.91370 14.36519  0.0014
C 8.62450 13.82739 15.05948  -0.0080
C 9.63076 12.79608 15.64780  0.0027
N 10.55970 12.21652 14.65510  -0.0037
C 11.27534 11.15715 15.07226  0.0057
N 11.05037 10.38317 16.15294  0.0029
C 10.28722 10.56021 17.40644  -0.0001
C 11.76421 9.13572 16.03630  0.0001
C 12.72055 9.37654 14.91282  -0.0023
N 12.15500 10.53918 14.23735  0.0052
C 12.98778 11.08925 13.22460  -0.0303
H 10.20961 16.55057 11.90026  -0.0004
H 11.31648 16.91569 13.16207  0.0002
H 10.41596 18.24793 12.36131  -0.0001
H 7.85538 18.69034 13.30817  0.0000
H 9.33847 19.29789 14.14220  0.0000
H 6.98387 18.33178 15.39337  0.0000
H 8.59740 18.78346 16.16256  0.0000
H 7.81175 17.10205 17.55693  0.0000
H 8.85798 15.69422 17.43508  0.0001
H 7.16512 15.58181 16.85840  0.0000
H 7.93602 13.26000 14.41836  0.0014
H 7.94442 14.20324 15.82802  -0.0004
H 9.06339 11.99700 16.10267  -0.0003
H 10.22649 13.38403 16.36114  0.0004
H 9.25886 10.24173 17.26458  0.0001
H 10.29972 11.59960 17.78786  0.0001
H 10.82121 10.02373 18.14072  0.0000
H 10.99287 8.38415 15.76512  0.0000
H 12.22770 8.95021 17.01106  0.0001
H 12.76147 8.53268 14.20214  0.0017
H 13.75305 9.60394 15.25976  0.0003
H 13.92693 11.59742 13.58003  0.0004
H 12.36408 11.81754 12.66534  0.0293
H 13.26430 10.31356 12.51452  0.0161
C 12.47599 17.36541 10.67386  0.0001
Ge 11.37585 16.05703 9.60715  -0.0004
C 10.11878 16.39786 8.16651  -0.0001
C 12.91022 15.53224 8.50179  0.0001
Ge 10.96721 9.68022 10.66934  0.0109
C 12.60161 9.96963 9.57444  0.1381
C 13.34486 8.92128 9.07320  0.0133
C 14.37999 9.14846 8.14657  0.0099
C 14.85989 10.42493 7.99959  0.0716
C 14.21981 11.50981 8.66820  0.0024
C 13.11179 11.28774 9.47391  0.0326
C 10.31523 7.87207 10.11597  -0.0400
C 10.34030 7.59239 8.72540  -0.0135
C 9.31930 6.84006 8.16474  -0.0061
C 8.23630 6.30748 8.91153  0.0079
C 8.36678 6.45376 10.32988  -0.0080
C 9.40949 7.12272 10.88400  -0.0022
H 11.90569 18.20421 11.06312  0.0000
H 13.32441 17.80292 10.10396  0.0000
H 12.93967 16.89181 11.59753  0.0000
H 9.07321 16.47048 8.42206  0.0000
H 10.23752 15.56028 7.45560  -0.0001
H 10.45449 17.35058 7.72926  0.0000
H 12.75775 15.99326 7.49366  0.0001
H 12.86765 14.45382 8.39730  -0.0004
H 13.90805 15.82978 8.91109  -0.0001
H 12.95674 7.91144 9.19473  0.0025
H 14.71825 8.32206 7.53988  0.0015
H 15.78243 10.53549 7.39669  0.0014
H 14.59651 12.53017 8.53364  0.0033
H 12.53610 12.16692 9.87190  0.0085
H 11.06172 8.05049 8.05892  -0.0031
H 9.39074 6.62900 7.09911  -0.0001
H 7.40074 5.84436 8.45974  -0.0001
H 7.62645 6.01253 10.98626  -0.0002
H 9.56135 7.13858 11.93372  -0.0027

Calculated values
E_HOMO (spin up / spin down) = -14.96 / -14.96 eV
total charge = +3
HOMO-LUMO gap (spin up / spin down) = 0.134 / 0.131 Eh
multiplicity = 2

=====

Model two:
C34H54Ge2LaN11O2 as an isolated structure, computed with wB97M-V/def2-TZVPD.

Each line ends with the Mulliken spin population.
Positions of all 104 atoms, in Å:
La 1.03041 0.30088 -1.97240  0.0124
C 1.42590 4.47787 -2.98674  0.0004
C 0.92286 4.00778 -1.77250  -0.0025
C 1.69033 3.12371 -0.97329  -0.0011
C 2.86618 2.50576 -1.47715  -0.0014
C 3.15940 2.76014 -2.85153  0.0008
C 2.40548 3.64197 -3.56113  0.0000
H 0.87899 5.22861 -3.51191  0.0000
H -0.05702 4.23515 -1.37409  0.0004
H 1.32956 2.99786 0.02539  0.0095
H 3.55153 1.99036 -0.80497  -0.0005
H 4.03656 2.30342 -3.30747  0.0000
H 2.51179 3.83419 -4.62023  -0.0001
N 0.19410 -1.77401 -0.93468  0.0026
N 1.50784 -2.13998 -0.35073  0.0015
C 1.79869 -1.36518 0.75480  0.0021
N 2.60518 -1.83598 1.72425  0.0049
N 1.68104 -0.05229 0.57371  -0.0029
N 1.49162 0.75041 1.69953  0.0151
O 2.12085 -0.11908 -3.82833  0.0004
O 1.52095 0.09187 2.80682  0.0107
H -0.59258 -2.03565 -0.27123  0.0026
H 0.15244 -2.48243 -1.70321  -0.0005
H 1.79339 -3.14825 -0.33329  0.0002
H 3.17564 -2.66249 1.63861  -0.0003
H 2.56071 -1.29113 2.62522  -0.0006
C 4.25924 -1.60983 -2.67626  0.0012
N 4.04351 -2.22772 -3.96523  -0.0003
C 4.94902 -3.30485 -4.43681  0.0000
C 4.53752 -3.37746 -5.89086  0.0000
N 3.12392 -2.97213 -5.90209  0.0000
C 2.48029 -2.89484 -7.19586  0.0000
C 3.03160 -2.02303 -4.85678  0.0000
N 2.03312 -1.19538 -4.69410  -0.0005
C 0.87475 -1.27423 -5.53803  0.0000
C -0.42667 -0.62589 -5.08447  -0.0001
N -0.63746 -0.61949 -3.62682  -0.0002
C -1.82422 -1.02973 -3.09634  0.0001
N -2.32827 -2.25447 -2.93752  0.0006
C -2.37398 -3.37167 -3.91933  -0.0003
C -3.39017 -2.34262 -2.00082  -0.0003
C -3.20613 -1.08670 -1.26589  -0.0296
N -2.68563 -0.19579 -2.33003  0.0038
C -2.42889 1.17061 -1.97938  -0.0213
H 5.27070 -1.91962 -2.34560  0.0000
H 3.48764 -2.02894 -1.94368  -0.0008
H 4.24202 -0.51007 -2.62774  -0.0001
H 4.69237 -4.26193 -3.89749  0.0000
H 5.99868 -3.08948 -4.18145  0.0000
H 4.81465 -4.39732 -6.34360  0.0000
H 5.19957 -2.71514 -6.48686  0.0000
H 2.83800 -3.74283 -7.83741  0.0000
H 2.68377 -1.90512 -7.68788  0.0000
H 1.40798 -3.11339 -7.08749  0.0000
H 0.63697 -2.32948 -5.70921  0.0000
H 1.09824 -0.84210 -6.50787  0.0000
H -1.25616 -1.17788 -5.56690  0.0001
H -0.47454 0.41083 -5.50976  0.0001
H -1.53262 -3.37944 -4.66091  0.0001
H -3.38170 -3.33572 -4.36745  0.0002
H -2.38068 -4.30077 -3.26268  0.0000
H -3.39391 -3.29973 -1.42351  -0.0003
H -4.42979 -2.38061 -2.49311  0.0003
H -2.43871 -1.05035 -0.46389  0.0320
H -4.17460 -0.59964 -0.85520  -0.0010
H -1.58034 1.42736 -2.59638  0.0023
H -2.10311 1.23405 -0.93302  0.0224
H -3.31380 1.84803 -2.09886  0.0002
C 1.53313 2.71930 5.87340  0.0068
Ge 0.16929 1.36371 6.19013  0.1315
C -0.89529 1.90150 7.80884  0.0417
C 1.05315 -0.34208 6.53650  0.0139
Ge -1.27812 1.37526 4.03010  0.7235
C -2.49113 -0.18577 4.35882  -0.0305
C -3.46982 -0.07301 5.36113  -0.0167
C -4.37033 -1.09493 5.50242  -0.0001
C -4.39369 -2.15187 4.55519  0.0124
C -3.35087 -2.26706 3.62847  0.0149
C -2.36085 -1.31627 3.59462  0.0176
C -2.49198 2.92710 4.29873  0.0117
C -3.86625 2.97171 4.49606  0.0179
C -4.41089 4.19646 5.02768  -0.0161
C -3.66960 5.36459 4.95349  0.0363
C -2.33667 5.34438 4.52279  -0.0168
C -1.75104 4.09856 4.35907  0.0000
H 1.91339 2.65115 4.83655  0.0006
H 2.35775 2.48627 6.53264  0.0009
H 1.19556 3.67915 6.11934  0.0001
H -0.12078 2.05724 8.56372  0.0053
H -1.58247 1.10918 8.02529  -0.0034
H -1.40296 2.86909 7.75679  -0.0030
H 1.29754 -0.16231 7.57700  0.0008
H 1.94273 -0.52877 5.92844  -0.0003
H 0.33877 -1.18116 6.48779  -0.0024
H -3.41019 0.79569 6.02079  -0.0141
H -5.16464 -1.06324 6.26049  0.0004
H -5.30253 -2.80140 4.44418  0.0001
H -3.38926 -3.02262 2.86476  0.0008
H -1.50043 -1.39502 2.99460  0.0163
H -4.48215 2.07102 4.47198  -0.0020
H -5.42904 4.22708 5.42960  -0.0007
H -4.14231 6.39531 5.13549  0.0011
H -1.77552 6.22239 4.23908  -0.0002
H -0.66656 4.11039 4.28512  -0.0102

Calculated values
E_HOMO (spin up / spin down) = -12.22 / -13.27 eV
total charge = +3
HOMO-LUMO gap (spin up / spin down) = 0.118 / 0.159 Eh
multiplicity = 2

=====

Tell me which of them is the least stable. Sure, it is model two.